i.
A 2-piece molecular cluster, C15H16F3N3O2S overall, computed with ωB97M-V with the def2-TZVPD basis set.

Computed properties:
Charge: 0
Gap between HOMO and LUMO: 6.36 eV
Structure (SMILES): O=C1c2ccccc2C(=O)N1SC(F)(F)F.C=C1N(C)CCN1C

```
40
C15H16F3N3O2S ωB97M-V with the def2-TZVPD basis set
O 1.9507 -0.6051 -0.1999
C 1.7105 -0.9646 0.9475
C 2.6707 -1.2432 2.0328
C 4.0592 -1.2627 1.9655
C 4.7768 -1.5679 3.1224
C 4.0875 -1.8578 4.3209
C 2.6848 -1.8495 4.3619
C 1.9878 -1.5356 3.1962
C 0.5165 -1.4743 2.9309
O -0.4194 -1.6074 3.6979
N 0.4579 -1.2099 1.5331
S -1.0847 -0.9497 0.5906
C -1.2592 -2.7270 0.2840
F -2.4650 -2.8871 -0.3521
F -1.2705 -3.4667 1.4255
F -0.2712 -3.2241 -0.5167
H 4.5257 -1.0449 1.0134
H 5.8690 -1.5897 3.1093
H 4.6674 -2.0934 5.2173
H 2.1240 -2.0796 5.2687
C -1.7268 -0.2609 -1.7139
C -1.7705 1.0964 -2.0786
N -2.8651 1.8634 -2.2971
C -4.2221 1.3976 -2.4252
C -2.5390 3.2711 -2.3843
C -1.0128 3.2866 -2.2157
N -0.6750 1.8892 -2.1563
C 0.6796 1.4172 -2.1184
H -0.7615 -0.7580 -1.8318
H -2.6709 -0.7974 -1.6931
H -4.3291 0.4257 -1.9429
H -4.9165 2.0977 -1.9459
H -4.5099 1.2814 -3.4802
H -2.8422 3.7034 -3.3509
H -3.0244 3.8608 -1.5889
H -0.5118 3.7807 -3.0572
H -0.7416 3.8339 -1.2941
H 0.7816 0.5612 -2.7868
H 1.3505 2.2160 -2.4634
H 0.9890 1.0741 -1.1246
```

ii.
C15H16F3N3O2S as an isolated structure, computed with ωB97M-V with the def2-TZVPD basis set.

Computed properties:
Charge: 0
Gap between HOMO and LUMO: 5.98 eV

```
40
C15H16F3N3O2S ωB97M-V with the def2-TZVPD basis set
C 1.0900 -3.1545 0.8416
N 1.5503 -1.8077 1.1203
C 0.8007 -0.6912 0.9110
C -0.5276 -0.8314 0.2849
N 1.5689 0.4048 0.9581
C 1.1270 1.7533 0.6363
C 2.8985 -0.0035 1.1487
C 2.8876 -1.4046 1.1967
C 4.0555 -2.1562 1.0745
C 5.2785 -1.4400 1.1650
C 5.2908 -0.0079 1.1657
C 4.0757 0.7348 1.0652
H 1.9019 -3.8658 0.6953
H 0.3389 -3.4881 1.5638
H 0.5536 -3.1781 -0.1404
H -1.0455 0.1113 -0.0306
H -1.1148 -1.4677 0.9761
H 1.9734 2.4302 0.5914
H 0.5990 1.7963 -0.3191
H 0.4414 2.0996 1.4095
H 3.9796 -3.2468 0.9340
H 6.2485 -1.9866 1.2380
H 6.2610 0.5299 1.2272
H 4.0254 1.8257 0.9570
F -1.7136 -3.3968 -2.1178
C -1.6244 -2.0408 -1.8582
F -1.8805 -1.3567 -2.9950
F -2.5841 -1.7269 -0.9460
S 0.0146 -1.7165 -1.1558
N -3.0547 1.4624 -1.0603
C -3.7405 1.7738 0.0650
O -3.3974 1.3831 1.1857
C -4.8891 2.6893 -0.3295
C -4.6461 2.9804 -1.8223
C -3.3298 2.2782 -2.1145
O -2.5741 2.4328 -3.0793
H -5.8258 2.1528 -0.1965
H -4.9462 3.5890 0.2761
H -5.4146 2.5064 -2.4315
H -4.6519 4.0338 -2.0902
```

It comes down to i, which is 0.922 eV more stable than the next structure.

i.
The molecule C3H2, computed with ωB97M-V with the def2-TZVPD basis set.

Computed properties:
Charge: 0
Gap between HOMO and LUMO: 7.74 eV

```
5
C3H2 ωB97M-V with the def2-TZVPD basis set
C 0.2344 0.0908 0.6294
C 0.6619 0.2373 2.0920
C -0.0811 -0.0043 -0.6146
H 0.0378 -0.8673 -1.1108
H -0.8530 0.5436 -0.9961
```

ii.
A 3-piece molecular cluster, C3H2 overall, computed with ωB97M-V with the def2-TZVPD basis set.

Computed properties:
Charge: 0
Gap between HOMO and LUMO: 9.86 eV

```
5
C3H2 ωB97M-V with the def2-TZVPD basis set
C 2.7632 -0.0237 0.2030
C 3.9057 -0.3018 -0.1799
C 1.7251 0.6248 -0.0234
H -1.0184 1.1779 -0.4434
H -0.9997 1.0506 0.4206
```

It comes down to i, which is 1.763 eV more stable than the next structure.

i.
A 2-piece molecular cluster, C4H4N2O3 overall, computed with ωB97M-V with the def2-TZVPD basis set.

Computed properties:
Charge: 0
Gap between HOMO and LUMO (alpha / beta): 7.87 / 7.04 eV

```
13
C4H4N2O3 ωB97M-V with the def2-TZVPD basis set
C -1.8343 0.5209 -0.5287
C -1.0135 -0.5364 -0.6405
C -0.0535 1.7792 0.2782
C 0.8640 0.6196 0.0160
N -1.3344 1.6347 0.0765
N 0.3424 -0.4351 -0.4781
O 4.4556 0.3021 -0.2042
O 2.0513 0.8296 0.4583
O 3.4300 -0.3881 0.3001
H -2.9311 0.6629 -0.7361
H -1.4070 -1.3870 -1.2111
H 0.4820 2.6779 0.6778
H 5.0966 0.5404 0.5595
```

ii.
The molecule C4H4N2O3, computed with ωB97M-V with the def2-TZVPD basis set.

Computed properties:
Charge: 0
Gap between HOMO and LUMO: 9.17 eV
Structure (SMILES): O=N[C@H](O)c1ccno1

```
13
C4H4N2O3 ωB97M-V with the def2-TZVPD basis set
O -3.0149 -0.3271 -0.7723
N -1.9366 -0.8766 -0.6353
C -1.1099 -0.4493 0.4703
O -1.6186 0.6671 1.1616
C 0.3264 -0.2246 0.1106
C 1.0187 0.7859 -0.4564
C 2.3403 0.2614 -0.5541
N 2.4223 -0.8543 0.0151
O 1.1853 -1.1764 0.4150
H -1.2985 -1.1693 1.2804
H -2.2470 1.0747 0.6407
H 0.6233 1.7279 -0.7651
H 3.3093 0.5605 -0.9105
```

It comes down to ii, which is 2.515 eV more stable than the next structure.

i.
An isolated ion of composition C3H3ClNO and charge +1, computed with ωB97M-V with the def2-TZVPD basis set.

Computed properties:
Charge: +1
Gap between HOMO and LUMO (alpha / beta): 7.04 / 7.04 eV

```
9
C3H3ClNO ωB97M-V with the def2-TZVPD basis set
C 1.0758 -0.4052 -0.0684
C 2.4060 -0.2176 -0.0929
C 0.0953 0.7104 -0.0476
N 0.9032 1.8918 0.0020
O 0.2732 2.8846 0.0500
Cl 3.9816 -0.4244 -0.0115
H 0.4908 -1.3374 -0.0862
H -0.4648 0.7336 -0.9009
H -0.4686 0.7280 0.8927
```

ii.
An isolated ion of composition C3H3ClNO and charge +1, computed with ωB97M-V with the def2-TZVPD basis set.

Computed properties:
Charge: +1
Gap between HOMO and LUMO (alpha / beta): 7.00 / 6.99 eV

```
9
C3H3ClNO ωB97M-V with the def2-TZVPD basis set
C 0.5919 0.5292 0.1242
C 1.8637 0.3691 0.0345
C -0.5763 -0.6198 0.0012
N -1.9424 -0.1831 0.0714
O -2.3262 0.9809 -0.0758
Cl 3.3829 -0.0364 0.0418
H -0.0618 1.4574 0.2526
H -0.4185 -0.8935 -1.0289
H -0.5132 -1.6038 0.5789
```

It comes down to i, which is 0.323 eV more stable than the next structure.

i.
A 2-piece molecular cluster, H4S2 overall, computed with ωB97M-V with the def2-TZVPD basis set.

Computed properties:
Charge: 0
Gap between HOMO and LUMO: 10.57 eV
Structure (SMILES): S.S

```
6
H4S2 ωB97M-V with the def2-TZVPD basis set
S 0.4882 1.0603 1.3143
H -0.0037 0.3692 0.2693
H -0.0836 0.2256 2.2021
S -0.2100 -0.4176 -1.8647
H -1.0416 -0.8183 -0.8851
H 0.8506 -0.4192 -1.0359
```

ii.
A 2-piece molecular cluster, H4S2 overall, computed with ωB97M-V with the def2-TZVPD basis set.

Computed properties:
Charge: 0
Gap between HOMO and LUMO: 10.18 eV
Structure (SMILES): S.S

```
6
H4S2 ωB97M-V with the def2-TZVPD basis set
S -0.4299 -1.6253 0.3495
H 0.7539 -1.1858 0.8155
H -0.6555 -2.3526 1.4594
S -0.3902 1.9454 -0.5811
H 0.9353 2.1342 -0.4429
H -0.2136 1.0841 -1.6003
```

It comes down to ii, which is 0.198 eV more stable than the next structure.

i.
A 2-piece molecular cluster, C2H9NSi overall, computed with ωB97M-V with the def2-TZVPD basis set.

Computed properties:
Charge: 0
Gap between HOMO and LUMO (alpha / beta): 7.51 / 7.51 eV

```
13
C2H9NSi ωB97M-V with the def2-TZVPD basis set
C 1.8321 -0.4436 -0.3258
C -1.9082 0.4514 -1.2389
N -0.1156 -0.3399 2.0173
Si 0.5554 0.4960 0.6665
H 1.3376 -1.3522 -0.7612
H 2.1479 0.1233 -1.1996
H 2.8514 -0.7597 0.1057
H -2.6699 0.3816 -0.5053
H -1.9749 1.2855 -1.9152
H -1.7143 -0.4244 -1.7853
H 0.0978 -1.2755 2.1231
H -1.1414 -0.1173 2.1339
H 0.7021 1.9750 0.6848
```

ii.
The molecule C2H9NSi, computed with ωB97M-V with the def2-TZVPD basis set.

Computed properties:
Charge: 0
Gap between HOMO and LUMO: 10.13 eV
Structure (SMILES): C[SiH](C)N

```
13
C2H9NSi ωB97M-V with the def2-TZVPD basis set
C 0.5747 0.8671 1.3085
Si 0.4037 -0.1309 -0.2895
C -0.7664 -1.5763 0.0561
N -0.2881 1.0277 -1.4680
H 1.2359 1.7690 1.0981
H -0.3311 1.2117 1.7625
H 1.0655 0.1354 1.9916
H 1.6411 -0.4033 -0.8942
H -1.4215 -1.3624 0.8388
H -1.3488 -1.7850 -0.8088
H -0.2091 -2.5316 0.2361
H 0.0360 1.9457 -1.4208
H -0.5919 0.8328 -2.4104
```

It comes down to ii, which is 3.325 eV more stable than the next structure.

i.
The molecule C15H23N3O4, computed with ωB97M-V with the def2-TZVPD basis set.

Computed properties:
Charge: 0
Gap between HOMO and LUMO: 9.11 eV
Structure (SMILES): NCCCC[C@H](NC(=O)[C@@H](N)Cc1ccc(O)cc1)C(=O)O

```
45
C15H23N3O4 ωB97M-V with the def2-TZVPD basis set
N -3.0485 4.9229 -3.1790
C -3.3749 4.6197 -1.7245
C -2.0639 4.1553 -1.0952
C -1.2986 3.4277 -2.0038
C -1.1641 1.7947 -2.1961
C -0.8558 1.0857 -0.9767
N -0.6077 -0.4167 -1.0483
C 0.2947 -1.3691 -0.7985
O 0.1614 -2.5354 -1.1001
C 1.3205 -0.9085 0.3131
N 0.5890 -0.6031 1.5453
C 2.6043 -1.6724 0.2385
C 2.6478 -2.8476 1.2640
C 1.9085 -3.9835 0.9124
C 1.6195 -5.0339 1.8436
C 2.1012 -4.7664 3.1386
O 2.1106 -5.8245 4.0731
C 2.9898 -3.6681 3.4730
C 3.0968 -2.5553 2.6184
C -1.9389 1.0248 0.0753
O -2.9468 1.5420 -0.4075
O -1.8757 0.0248 1.1881
H -3.2612 3.8556 -3.6990
H -2.1952 5.5208 -3.7736
H -3.9865 3.7510 -1.8952
H -3.9281 5.4633 -1.2203
H -1.6460 5.1890 -0.6932
H -2.2438 3.6857 -0.0212
H -0.1806 3.8501 -1.8952
H -1.6984 3.9057 -2.9642
H -0.6041 1.5203 -3.0902
H -2.1325 1.6077 -2.5628
H 0.1218 1.5351 -0.5211
H -1.1661 -0.7768 -1.8727
H 1.5193 -0.0656 -0.3580
H 1.0088 0.0358 2.1598
H 0.5081 -1.4454 2.1737
H 2.6429 -2.1353 -0.8692
H 3.6242 -1.1695 0.5128
H 1.6057 -4.0377 -0.1676
H 1.0093 -5.7437 1.4057
H 2.0890 -5.3551 5.0297
H 3.6277 -3.7012 4.4062
H 3.9631 -1.5872 2.6552
H -0.9467 -0.3161 1.1066
```

ii.
The molecule C15H23N3O4, computed with ωB97M-V with the def2-TZVPD basis set.

Computed properties:
Charge: 0
Gap between HOMO and LUMO: 9.56 eV
Structure (SMILES): COCCNC(=O)CN1CCC(NC(=O)c2ccco2)CC1

```
45
C15H23N3O4 ωB97M-V with the def2-TZVPD basis set
C -3.5659 -1.2460 -2.0183
O -2.7871 -0.7214 -3.0617
C -3.1260 0.6101 -3.3902
C -2.1822 1.0849 -4.4973
N -0.8036 0.9784 -4.0793
C -0.2139 1.9594 -3.3513
O -0.7111 3.0532 -3.2014
C 1.1514 1.5823 -2.7810
N 1.0324 1.2210 -1.3786
C 0.3178 -0.0260 -1.1758
C 0.0525 -0.2414 0.3109
C 1.3750 -0.2780 1.0769
N 1.1574 -0.4469 2.4946
C 1.5932 -1.5250 3.1857
O 2.1993 -2.4529 2.6833
C 1.2693 -1.4835 4.6227
C 1.5573 -2.3906 5.6088
C 1.0217 -1.8599 6.8022
C 0.4483 -0.6730 6.4591
O 0.5900 -0.4333 5.1480
C 2.1414 1.0114 0.7850
C 2.3250 1.1779 -0.7199
H -4.6287 -1.2670 -2.2879
H -3.4477 -0.6572 -1.1000
H -3.2141 -2.2613 -1.8472
H -4.1700 0.6685 -3.7315
H -3.0106 1.2584 -2.5088
H -2.3846 2.1349 -4.7159
H -2.3239 0.4779 -5.3929
H -0.4357 0.0412 -4.0317
H 1.6101 0.7769 -3.3845
H 1.7825 2.4716 -2.8428
H -0.6362 0.0219 -1.7018
H 0.8899 -0.8866 -1.5730
H -0.4937 -1.1746 0.4563
H -0.5561 0.5847 0.6841
H 1.9644 -1.1462 0.7616
H 0.6601 0.2801 2.9849
H 2.0852 -3.3119 5.4776
H 1.0579 -2.2987 7.7779
H -0.0721 0.0649 7.0379
H 3.1155 0.9916 1.2758
H 1.5731 1.8619 1.1662
H 2.8443 2.1181 -0.9194
H 2.9484 0.3506 -1.1074
```

It comes down to ii, which is 8.355 eV more stable than the next structure.

i.
An isolated ion of composition C2H2NO2S2 and charge -1, computed with ωB97M-V with the def2-TZVPD basis set.

Computed properties:
Charge: -1
Gap between HOMO and LUMO: 7.41 eV

```
9
C2H2NO2S2 ωB97M-V with the def2-TZVPD basis set
C -1.0322 0.4223 -0.6785
C 0.1424 0.5708 0.3699
N 1.1112 -0.3775 -0.0271
O -1.7626 1.3825 -0.8578
O -1.1034 -0.7107 -1.2289
S 0.3478 -1.8911 -0.2770
S 1.9478 -1.5152 1.0495
H 0.6250 1.6674 0.2725
H -0.2759 0.4513 1.3775
```

ii.
A 3-piece molecular cluster, C2H2NO2S2 overall, computed with ωB97M-V with the def2-TZVPD basis set.

Computed properties:
Charge: -1
Gap between HOMO and LUMO: 7.07 eV

```
9
C2H2NO2S2 ωB97M-V with the def2-TZVPD basis set
C 0.7246 -2.0163 0.0845
C 1.4276 1.7739 0.6486
N -0.4047 -1.9518 0.3376
O 1.3313 2.3528 1.6232
O -2.4639 0.4738 -0.2887
S 1.4808 1.0097 -0.6943
S 2.2383 -2.0494 -0.4898
H -1.7394 -0.0791 0.0478
H -2.5947 0.4864 -1.2688
```

It comes down to ii, which is 2.198 eV more stable than the next structure.

i.
C9H16N2O2 as an isolated structure, computed with ωB97M-V with the def2-TZVPD basis set.

Computed properties:
Charge: 0
Gap between HOMO and LUMO: 9.81 eV

```
29
C9H16N2O2 ωB97M-V with the def2-TZVPD basis set
C -2.9860 1.2143 -3.2181
C -1.5667 1.2605 -2.8363
C -1.2521 0.6755 -1.7071
C -3.4474 -0.4210 -1.2513
C 1.6981 -0.2584 1.4388
C 2.9672 0.3137 0.6173
C 1.9558 -1.8687 1.6523
C 0.4077 -0.1480 0.6523
C 1.7595 0.3127 2.8537
H -4.7098 0.1513 -2.7468
H -0.9534 1.9560 -3.4528
H -0.2014 0.6714 -1.3159
H -1.6941 -0.2403 -0.0286
H 3.8924 -0.5438 0.8194
H 2.7414 0.3169 -0.5325
H 2.9709 1.5151 1.2051
H 1.1979 -2.2589 2.2695
H 1.9610 -2.3680 0.5333
H 2.8679 -2.0757 2.0863
H -0.3361 -0.7700 1.0303
H 0.8222 -0.7116 -0.3173
H -0.0230 0.9297 0.5805
H 1.6505 1.3874 2.9236
H 0.9678 0.0190 3.5833
H 2.7247 0.2732 3.2746
N -3.7049 0.1184 -2.4645
N -2.1134 -0.0577 -0.9317
O -3.4655 1.6806 -4.1922
O -4.1312 -1.0736 -0.5253
```

ii.
C9H16N2O2 as an isolated structure, computed with ωB97M-V with the def2-TZVPD basis set.

Computed properties:
Charge: 0
Gap between HOMO and LUMO: 9.63 eV

```
29
C9H16N2O2 ωB97M-V with the def2-TZVPD basis set
C 0.2015 1.1398 -1.8181
C -0.8486 1.9993 -1.1876
C -0.6814 2.1233 0.2362
C 1.4108 0.8868 0.2343
C -1.9112 -0.2250 2.6012
C -0.9170 -1.2741 2.2740
C -0.8131 -1.5370 0.6531
C 0.3528 -2.5334 0.0669
C -0.2655 -2.8327 -1.3500
H 1.9257 0.2136 -1.6254
H -1.8702 2.1620 -1.6047
H -1.4016 2.7220 0.6528
H 0.4782 1.3449 1.9069
H -1.9766 0.4662 1.6839
H -2.8283 -0.9412 3.0859
H -1.5255 0.5786 3.4996
H -1.2966 -2.3511 2.6365
H 0.1796 -1.2132 2.8566
H -1.9316 -1.8095 0.4540
H -0.8725 -0.5819 0.0551
H 0.5341 -3.4946 0.6533
H 1.3145 -2.2351 0.0790
H -1.2801 -1.7468 -1.6544
H 0.8097 -2.7126 -2.1572
H -0.9425 -4.0736 -0.9901
N 1.3217 0.9826 -1.1302
N 0.4577 1.6408 0.8757
O -0.0470 0.6963 -2.9762
O 2.4292 0.4071 0.7249
```

iii.
A 2-piece molecular cluster, C9H16N2O2 overall, computed with ωB97M-V with the def2-TZVPD basis set.

Computed properties:
Charge: 0
Gap between HOMO and LUMO: 9.60 eV
Structure (SMILES): O=c1cc[nH]c(=O)[nH]1.CCCCC

```
29
C9H16N2O2 ωB97M-V with the def2-TZVPD basis set
O -3.4291 2.3639 -0.3295
C -3.1708 1.1156 -0.3137
C -3.6839 0.0715 -1.2275
C -3.5757 -1.2018 -0.6870
N -2.9845 -1.4930 0.4711
C -2.3815 -0.4429 1.2960
O -2.0481 -0.8060 2.4179
N -2.4831 0.7296 0.8264
H -4.1545 0.0743 -2.3265
H -3.7718 -2.0731 -1.4067
H -2.5995 -2.5186 0.6221
H -1.8795 1.4287 1.5647
C 2.0265 -2.3498 -0.7940
C 2.5406 -1.2212 0.3004
C 2.0594 0.1728 -0.2691
C 2.1301 1.2988 0.7592
C 1.9657 2.7471 -0.0072
H 0.8603 -1.9425 -0.9896
H 2.8050 -2.2029 -1.5847
H 2.1919 -3.3582 -0.6694
H 3.6104 -1.0172 0.5940
H 2.1195 -1.5687 1.1673
H 2.6465 0.5344 -1.1534
H 1.0020 -0.0783 -0.7640
H 3.0491 1.0114 1.5128
H 1.2413 1.2094 1.4662
H 0.8330 3.1126 -0.0884
H 2.5331 3.5196 0.6654
H 2.5474 2.8843 -1.0527
```

It comes down to i, which is 1.469 eV more stable than the next structure.

i.
A 2-piece molecular cluster, C2H4BrN2 overall, computed with ωB97M-V with the def2-TZVPD basis set.

Computed properties:
Charge: +1
Gap between HOMO and LUMO: 7.37 eV

```
9
C2H4BrN2 ωB97M-V with the def2-TZVPD basis set
C 0.6805 -3.8714 -0.9603
C 0.3255 0.4890 0.3991
N 0.3784 -0.9789 0.4206
N 0.5225 -1.7166 -0.5230
Br 1.0088 -4.8373 0.3571
H 1.2908 0.8450 0.8334
H 0.4721 0.9248 -0.5217
H -0.5054 0.9071 1.1351
H 0.5345 -1.3455 -1.5717
```

ii.
An isolated ion of composition C2H4BrN2 and charge +1, computed with ωB97M-V with the def2-TZVPD basis set.

Computed properties:
Charge: +1
Gap between HOMO and LUMO (alpha / beta): 7.72 / 7.38 eV

```
9
C2H4BrN2 ωB97M-V with the def2-TZVPD basis set
C 1.8301 -1.7530 1.7787
C -0.2686 0.6379 0.0781
N 1.0000 0.1261 0.4376
N 1.0585 -0.8512 1.3017
Br 3.2812 -1.9065 2.7540
H -0.7684 0.9939 1.0267
H -0.1258 1.3679 -0.7326
H -0.9567 -0.1968 -0.3315
H 0.0846 -1.0042 1.6896
```

It comes down to ii, which is 0.959 eV more stable than the next structure.